Entry 1:
Molecular formula: C14H48N10O10
Method: DFT, the ωB97M-V functional and the def2-TZVPD basis

Geometry as ORCA input:
```
! wB97M-V def2-TZVPD RIJCOSX def2/J DEFGRID3
* xyz 0 1
H -2.6850 -0.9759 3.9031
H -1.6902 -1.6972 -5.2476
H -0.2685 5.6110 0.1458
H 3.5169 3.4898 -0.9588
O 1.8122 0.8636 -1.9395
H -2.8585 0.5506 -1.2311
O -1.2661 1.0713 -2.5051
H -0.8173 1.0831 -1.6609
H 2.6739 0.5755 1.2928
C 0.9792 -3.9417 0.1128
C -0.7515 4.7795 1.9032
C -0.3811 -1.5681 -3.6408
O 0.5881 -3.3746 -1.1112
H -3.2976 -4.3915 -1.0053
N 2.2038 -4.3751 0.3271
H 0.9303 -4.0767 2.1906
N 3.1751 2.8088 -1.5838
C -3.1085 -2.9157 0.4798
H 0.3343 -0.9063 -3.1419
O -1.2388 3.6112 1.3041
O 0.4707 -2.6569 -3.9216
C -2.2922 0.5958 2.9158
N 2.9223 -2.0104 -1.6593
N 0.4048 -3.9122 1.2423
C 1.8022 1.7001 2.8317
C 2.1684 2.0405 -1.2533
H -2.5283 -1.8345 1.9556
N -0.2183 5.6837 1.1666
H 0.6027 -0.6858 -0.5541
O -2.1750 -2.5977 1.4848
H -1.8465 2.9253 -0.9829
H -3.9941 -0.5120 2.7966
H -1.7581 -3.6901 -1.0711
N -2.9737 -0.4812 3.0294
H 0.8536 2.0236 2.3322
H 3.4978 2.6997 3.1502
H 1.5701 1.7904 3.9241
H 4.6143 -2.2134 1.0845
C 3.7554 -1.5382 -0.7066
H -2.0860 -4.8552 0.1051
H -1.1003 -0.9433 -0.4084
H -0.1065 -1.0047 -5.4679
H -3.9830 -3.4492 1.0036
O -0.4597 0.7714 0.2982
O 2.7772 2.6384 2.5225
H 3.1162 -3.1884 0.4224
H 1.6044 -0.3729 2.3205
H -2.3891 3.2517 -2.6404
H 0.2083 -1.2056 0.9500
H -3.1331 0.8014 1.1837
H -1.1980 -1.8822 -2.9547
H -3.4428 -2.0071 0.0797
H -2.0562 2.1572 1.5693
H 2.7679 -4.4506 -0.5479
H 3.8080 2.3653 -2.2686
C -0.1871 -0.5925 0.0842
N 1.4900 2.6714 -0.3881
C -0.9781 -1.0513 -4.8464
H 1.9375 -2.1362 -1.3654
H 3.0102 -1.4365 -2.5226
C -2.6262 1.2382 -2.0756
O 4.5685 -0.4730 -0.8690
H -3.5581 3.0384 -1.4158
H -0.3992 -3.3370 1.3831
H -3.3137 0.9724 -2.8478
H 1.0810 -2.3636 -4.5621
O -1.2876 0.9082 3.8049
H 2.4816 -5.1652 1.0165
H -0.2644 6.6620 1.5627
H 0.5065 5.3969 3.2209
H 3.2654 -0.0364 2.7142
C -2.5107 -3.9941 -0.4655
C 2.3634 0.3204 2.2609
N 3.8948 -2.4276 0.3247
N -0.4387 5.0046 3.1430
H -0.7044 4.2427 3.8811
N -2.5404 1.2354 1.8381
C -2.6099 2.7209 -1.7034
H 1.8304 3.5370 0.0746
H 0.7011 2.2192 0.0424
H -1.2359 0.7381 0.8112
H -1.5297 -0.0670 -4.6660
*
```

The value obtained for the frontier orbital gap is 8.0962 eV. Its SMILES is NC(N)=O.NC(N)=O.NC(N)=O.NC(N)=O.NC(N)=O.CCO.CCO.CCO.CCO.CO. For the total energy, the calculation gives -1861.99520 Eh. The value obtained for the energy above the lowest of the compared OMol25 structures with the same formula, charge and spin is 1054.19 kJ/mol. The calculation puts the strongest force on any atom at 0.1943 hartree/bohr.

Entry 2:
Molecular formula: C14H48N4O10
Method: DFT, the ωB97M-V functional and the def2-TZVPD basis

Geometry as ORCA input:
```
! wB97M-V def2-TZVPD RIJCOSX def2/J DEFGRID3
* xyz 0 1
C -12.8022 -9.3251 4.2446
H -11.3501 -10.7479 5.1581
O -11.5201 -16.8853 0.5723
H -12.2084 -16.8428 1.2832
H -12.4656 -11.4283 1.3494
H -12.7643 -10.3295 6.1595
C -10.0127 -14.4811 4.5758
H -10.4206 -12.5296 -4.4252
C -13.8668 -14.6765 5.7552
O -14.5010 -14.0982 6.6139
N -12.2155 -12.0469 0.5992
O -13.3103 -16.5006 2.5686
H -8.9787 -12.3904 1.0453
C -6.8835 -11.7604 0.5216
H -13.8003 -14.8837 -0.5427
H -9.2249 -17.7440 -0.7269
N -13.4609 -16.0631 5.9310
H -8.1229 -17.2883 0.5493
O -16.7484 -13.4069 0.3116
H -11.3256 -15.7836 3.7221
H -11.6003 -13.8446 -0.9948
H -11.5413 -11.0830 -4.3838
H -11.8018 -15.1138 0.2155
O -14.4951 -15.3994 -0.9446
H -8.5214 -10.5973 1.1824
H -16.3410 -14.2504 0.1678
H -8.9645 -14.5684 4.8816
C -16.8893 -11.6801 2.0482
O -11.5682 -12.3562 -2.7148
H -9.2064 -16.1025 -0.2272
H -13.3698 -15.5336 2.3727
H -14.8518 -17.9150 3.1897
N -13.7201 -14.0838 4.4591
C -9.1486 -17.1446 0.1524
N -12.0005 -14.1762 -0.1511
H -17.8268 -11.3229 1.6274
C -13.8661 -16.0426 -2.0088
H -15.6796 -13.5274 1.9982
C -16.6495 -13.1459 1.6731
H -11.7393 -11.8087 -0.2409
H -12.4915 -12.3634 -2.9220
H -13.0377 -15.4103 -2.3599
H -14.5414 -16.2042 -2.8626
H -12.5519 -16.3366 5.4554
H -12.3975 -8.4032 4.6530
H -15.2721 -16.8305 1.9099
O -7.9165 -11.8274 2.7112
C -14.7040 -16.8775 2.8322
O -10.5310 -15.8299 4.2589
H -15.0848 -16.1670 3.5305
C -12.3337 -13.3729 0.8797
H -6.0595 -11.1888 0.9902
H -13.5452 -16.4820 6.8859
H -10.0347 -11.1187 -3.4257
H -16.8093 -11.5096 3.1192
H -10.3864 -18.4725 1.4347
H -7.6418 -11.0062 3.1077
H -17.3807 -13.7627 2.2041
H -10.0509 -13.8711 3.6842
H -13.5085 -16.9714 -1.6036
O -12.8382 -13.7956 1.8589
H -12.8696 -11.4688 4.7801
H -11.4475 -9.4435 2.8018
H -14.0570 -13.1350 4.2983
C -10.8775 -11.7550 -3.7779
H -10.6622 -13.9503 5.3100
H -13.8836 -9.2649 4.0892
O -12.4034 -9.4352 2.8460
H -7.0537 -11.4885 -0.5050
H -13.1124 -14.4340 3.7766
H -16.1539 -11.0571 1.5505
H -6.4848 -12.8031 0.5563
C -12.4051 -10.5039 5.1115
H -10.0510 -16.8643 2.0671
C -8.1877 -11.6621 1.3359
C -10.2996 -17.4176 1.1558
*
```

The value obtained for the frontier orbital gap is 9.7311 eV. Its SMILES is NC(N)=O.NC(N)=O.CCO.CCO.CCO.CCO.CO.CO.CO.CO. For the total energy, the calculation gives -1533.58122 Eh. The value obtained for the energy above the lowest of the compared OMol25 structures with the same formula, charge and spin is 280.65 kJ/mol. The calculation puts the strongest force on any atom at 0.0976 hartree/bohr.

Entry 3:
Molecular formula: C14H48O10
Method: DFT, the ωB97M-V functional and the def2-TZVPD basis

Geometry as ORCA input:
```
! wB97M-V def2-TZVPD RIJCOSX def2/J DEFGRID3
* xyz 0 1
H -1.0699 2.0857 -0.1792
H 4.0087 0.9211 2.1080
O 0.5761 -3.2554 -1.6626
C -3.0637 1.6596 3.6063
H 0.1557 4.2277 3.1926
C 2.8460 -0.7607 -2.8002
C 0.0778 -0.4780 -0.0403
H 0.5861 -3.1549 -2.6192
C -1.5170 -5.5199 1.3881
H 2.4405 -3.9911 -2.1915
H 2.4767 -1.1180 0.9635
H 1.0793 0.7942 0.9970
O -3.0171 -1.2267 -0.9874
H -0.9227 -3.6998 -0.6063
H 1.1342 0.0463 -3.9417
H -0.5953 -4.9735 1.5986
H 1.7205 3.0503 1.9041
O 0.2576 0.8339 0.4905
C 1.9245 0.3686 -3.2619
H -3.7940 3.8022 -1.0357
H 4.1956 -1.1640 0.7252
H 2.4726 1.1702 -3.7683
O -3.6405 2.6115 2.7173
H -1.4037 -6.5776 1.6145
O -1.3762 2.9197 -0.5637
C -1.7870 -5.3469 -0.1113
H 3.1260 1.7898 -0.0944
O 3.3971 4.2367 2.5304
H -0.9352 -0.5997 -0.4258
C -3.5634 2.8510 -1.5224
H -2.9703 3.1916 2.3455
H -2.7443 -5.8252 -0.3493
C 1.7169 -4.0787 -1.3757
H -2.5998 2.1988 4.4376
H 2.1853 -1.4883 -2.3221
O 3.2796 2.3255 -0.8871
C 3.4157 -0.7531 1.3808
H 2.2067 -3.7341 -0.4706
H 3.7834 -0.7355 -4.5148
O 3.4807 -1.4002 -3.8904
H -3.9425 2.0837 -0.8472
C -2.0301 0.8175 2.8436
H 0.8911 5.7500 2.9162
H -2.4413 0.5612 1.8686
H -1.6207 3.3895 -2.4976
H -3.8745 1.0447 3.9904
H -1.1210 -5.9159 -0.7713
H -1.7772 -0.1114 3.3584
H -2.6915 -2.1372 -0.9086
H -1.8675 1.7237 -2.2370
H -3.8743 -0.3578 -2.6811
H 1.4554 -5.1372 -1.3594
H 3.5518 -0.3590 -2.0682
C -3.1075 -1.0834 -2.4052
O -1.8519 -3.9849 -0.4853
H -2.3398 -5.0566 1.9248
H 1.5223 4.6729 4.1990
O 3.3242 0.6577 1.4825
H -4.1817 2.8583 -2.4260
H 1.4491 0.8591 -2.4081
H 3.5558 4.1950 3.4710
C 1.1362 4.7216 3.1838
H 0.3219 -1.2855 0.6512
H -2.1470 -0.7641 -2.8292
H 2.0051 4.5988 1.1730
H -1.1488 1.4442 2.7105
C -2.0838 2.7005 -1.7857
H -3.4074 -2.0196 -2.8880
H 3.6024 -1.2471 2.3405
H 0.6790 -0.6314 -0.9452
C 2.0437 4.0739 2.1296
H 2.4274 2.7357 -1.0778
*
```

The value obtained for the frontier orbital gap is 10.0453 eV. Its SMILES is CCO.CCO.CCO.CCO.CCO.CO.CO.CO.CO.O. For the total energy, the calculation gives -1314.45809 Eh. The value obtained for the energy above the lowest of the compared OMol25 structures with the same formula, charge and spin is 264.51 kJ/mol. The calculation puts the strongest force on any atom at 0.0297 hartree/bohr.

Entry 4:
Molecular formula: C14H49B2O7Pt
Method: DFT, the ωB97M-V functional and the def2-TZVPD basis

Geometry as ORCA input:
```
! wB97M-V def2-TZVPD RIJCOSX def2/J DEFGRID3
* xyz -1 3
C 1.3407 -2.4863 -5.5120
H -5.3951 3.1473 -4.7678
H 1.4647 -3.2435 -7.6651
H -3.2018 -6.5629 -2.6824
H -5.0497 4.3982 -3.3813
H -2.0986 -5.3571 -0.6855
O -3.5860 2.5252 -2.9592
C 1.7880 5.7481 5.3570
H 5.6939 6.0331 -3.7998
C 0.8451 -4.8784 4.6447
C -4.6314 0.3101 3.9179
H -4.0549 -4.1157 -1.5322
H 4.4469 4.8490 -4.2896
B 4.9011 -1.8161 0.6227
H 0.4742 4.0462 4.9972
H 0.2580 -2.7143 4.6754
O -1.9497 -4.6246 -1.2879
H 4.8596 -2.7899 0.1598
H 0.3115 0.1388 -0.3555
H 2.0294 5.4877 6.3875
H -5.2637 -0.1789 4.6590
H 2.8357 -3.4993 -6.7349
H 1.9832 2.7462 3.8936
C 5.5754 3.9594 -2.8574
H 6.6129 3.8875 -2.5311
H -5.3945 2.6462 -1.8375
H 4.2926 -1.1293 0.0550
C 0.5582 -3.5307 5.3323
H -5.2363 1.3909 -2.9927
H -0.0687 -5.3088 4.2351
H -0.5924 1.3841 0.5553
H -2.3575 -5.3058 -3.7301
H -5.3203 0.6306 3.1364
C -4.9097 2.4098 -2.7847
H 6.0754 4.6402 -4.9334
O 2.1695 -2.5817 -4.3640
H 1.0045 6.5001 5.4512
H 0.2649 -2.5904 -5.3710
B -0.1469 0.4018 0.5852
H -3.0663 2.1880 2.9430
H 4.4081 -1.9044 1.5784
C -3.1661 -5.5322 -3.0350
H -0.7849 -0.4306 0.8391
O 1.5539 -4.6443 3.4821
H -6.5000 3.4789 -3.4255
H 2.0140 -5.4263 3.1685
H -4.4998 2.1775 5.2506
H 4.1964 2.7117 -3.1254
H 1.3858 -5.5938 5.2643
H 1.1561 4.6487 3.4683
H -3.0292 1.4402 4.8428
O 5.1487 2.6937 -3.2454
C -3.1239 -4.4609 -1.9817
O -3.7770 2.6287 3.4145
H 2.6232 6.2907 4.9141
H -3.1042 2.0208 -2.2996
H -3.8653 -0.3477 3.5074
H -2.9229 -3.4868 -2.4275
C 5.5055 4.9954 -4.0749
H 5.9474 -1.5825 0.7449
H 1.4763 -4.4392 -6.3761
C 1.7542 -3.4159 -6.6285
C -5.4512 3.4432 -3.7202
C -4.0129 1.6567 4.4261
H 0.6511 0.4178 1.3112
H -4.1606 -5.3941 -3.4592
O 2.3149 3.4310 4.4789
Pt 1.5104 -2.5533 0.0340
C 1.3590 4.4728 4.5247
H 1.3820 -1.4943 -5.9618
H 0.0251 -3.6394 6.2768
H 4.9830 4.3148 -2.0143
H 1.5415 -3.2317 5.6953
*
```

The value obtained for the frontier orbital gap (spin up / spin down) is 5.6573 / 5.5533 eV. For the total energy, the calculation gives -1257.87494 Eh. The calculation puts the strongest force on any atom at 0.0967 hartree/bohr.

Entry 5:
Molecular formula: C14H49N3O9
Method: DFT, the ωB97M-V functional and the def2-TZVPD basis

Geometry as ORCA input:
```
! wB97M-V def2-TZVPD RIJCOSX def2/J DEFGRID3
* xyz 0 1
H 6.9722 4.8855 13.4236
C 9.5653 14.5125 8.3689
H 13.1761 13.6715 11.9250
H 6.6575 11.9615 15.5940
C 9.9353 13.0654 12.1159
C 8.5309 13.0978 18.2355
N 8.9086 11.3642 16.6672
H 8.9514 6.7037 16.1847
H 10.1538 7.9508 16.7003
H 10.7315 11.3834 12.9742
H 6.1752 14.3064 14.2252
H 10.1433 13.5924 8.4346
H 9.1367 17.1297 8.0827
H 12.4717 11.0478 9.0536
H 9.8316 9.8233 13.7746
H 7.5651 7.8062 14.5717
H 10.5401 7.6402 13.8882
C 6.7907 14.7066 15.0403
H 6.2368 6.4201 13.2214
H 7.8644 13.4654 19.0282
H 10.5924 6.5047 15.7559
H 6.0574 15.1535 15.7240
H 8.9685 13.9127 17.6633
N 8.7945 16.6854 8.9343
C 9.8352 7.2793 15.9076
H 13.2942 11.2023 13.3979
H 9.3445 12.0132 16.0163
N 9.6801 9.4092 14.6935
H 10.7127 12.6397 14.1144
H 11.8223 15.4236 9.8875
H 9.6085 14.9228 7.3502
H 14.1255 14.9326 12.3263
C 11.2031 16.1834 9.3878
H 10.2641 13.0139 11.0779
H 12.4363 11.1706 10.5779
H 12.9312 18.7392 10.2280
O 11.4182 17.4965 9.8273
H 8.3302 8.2267 12.9904
C 9.7724 15.6560 9.3429
H 12.7251 14.1712 15.4951
O 12.9896 11.3477 9.8060
O 8.4114 6.2330 13.4114
H 12.5282 11.1473 17.3336
C 9.7048 7.9525 14.5209
O 13.1340 13.3008 15.4568
H 8.9627 12.5934 12.2563
H 13.0551 13.0330 14.5161
C 7.8204 12.0963 17.3439
H 11.5238 16.1508 8.3298
O 12.2918 10.9805 16.4186
H 10.5030 9.7736 15.1697
C 10.9799 12.4594 13.0611
H 7.3764 15.5621 14.7044
C 7.1305 5.8524 12.9377
H 13.4209 17.0659 9.6397
H 8.8575 17.4546 9.5975
H 13.1629 10.1043 14.4583
O 13.8155 14.4122 11.5671
H 14.5637 13.9789 11.1198
O 13.6439 10.3311 13.6529
H 12.2731 11.8650 16.0048
O 7.6401 13.7088 15.5474
H 6.0541 13.1218 16.8881
H 7.2165 11.3842 17.9104
H 12.7797 18.2575 8.4963
C 6.9064 12.7562 16.3056
H 9.4268 15.2861 10.3110
C 12.7491 17.9217 9.5371
H 8.6337 10.5985 16.0569
H 9.2986 12.6667 18.8803
H 8.5139 14.2147 8.3344
O 12.3022 12.7192 12.7575
H 7.0784 5.8204 11.8465
H 9.8278 14.1117 12.4250
C 8.3749 7.5757 13.8772
*
```

The value obtained for the frontier orbital gap is 7.4054 eV. For the total energy, the calculation gives -1404.04868 Eh. The value obtained for the energy above the lowest of the compared OMol25 structures with the same formula, charge and spin is 166.32 kJ/mol. The calculation puts the strongest force on any atom at 0.0614 hartree/bohr.

Entry 6:
Molecular formula: C14H50N2O11
Method: DFT, the ωB97M-V functional and the def2-TZVPD basis

Geometry as ORCA input:
```
! wB97M-V def2-TZVPD RIJCOSX def2/J DEFGRID3
* xyz 0 1
H 12.0966 4.4753 -21.5849
C 6.4313 -2.6253 -25.3245
C 9.5932 -0.1513 -19.7277
H 9.8624 4.8407 -22.5886
H 10.8418 4.7204 -23.9808
C 9.0203 -0.6914 -23.6227
H 12.0256 -0.0199 -21.3886
C 11.5816 3.6990 -22.1396
C 9.2636 0.8278 -23.4808
C 6.3247 -3.3109 -20.4333
H 1.2756 -1.6803 -24.4184
H 10.1102 0.5308 -20.4106
H 13.9940 0.8157 -21.1674
O 8.0420 -1.0825 -22.6718
H 8.5641 -4.5839 -24.3811
H 12.3126 3.0470 -22.6700
H 8.6004 0.1265 -19.9964
O 8.5252 -4.1362 -22.3707
O 3.3533 -0.9132 -25.6783
H 7.1806 -3.2761 -25.7077
H 5.5961 -3.7921 -19.8094
H 9.8426 0.1629 -18.6936
C 11.8103 -3.8523 -22.1900
H 8.5588 1.5191 -23.9451
H 9.8377 3.4568 -23.3421
N 2.1256 -1.5603 -23.7970
H 6.0152 -3.5104 -21.5082
C 7.4071 3.9517 -21.1326
C 3.2228 -1.1399 -24.3483
H 6.9300 -1.5381 -21.0495
C 8.3093 -5.0502 -23.4195
O 11.1967 -1.8082 -19.4506
H 5.2856 -2.6547 -23.7625
H 7.3410 -5.3578 -23.4766
H 7.4084 4.9448 -21.4667
H 11.0480 -3.1681 -22.3495
H 5.5719 -2.8450 -25.8743
H 11.5338 2.3952 -20.6625
C 10.4794 4.1996 -23.0877
H 5.5409 2.0261 -23.0394
H 9.7045 -2.0804 -20.8444
N 4.1503 -1.0368 -23.4359
O 6.1868 -2.7879 -23.9345
C 6.0718 1.6932 -24.8361
H 10.2449 1.2258 -23.7539
H 5.0196 -0.5196 -23.6889
H 9.1701 1.0980 -22.4263
H 9.2034 -2.2207 -19.0501
H 8.6386 -0.9008 -24.5889
H 12.2858 -0.2744 -23.0437
H 9.1543 3.5451 -20.7771
O 5.8488 1.2536 -23.4636
O 10.8777 2.9558 -21.0933
H 7.5459 3.2490 -22.0108
H 13.1061 -4.7161 -20.7846
H 12.9377 -1.4511 -21.7738
H 7.2629 -3.9211 -20.2131
H 6.2852 0.9106 -25.6125
H 2.1573 -1.9397 -22.8656
H 11.5108 -4.8002 -22.7150
H 3.9302 -1.3465 -22.4580
H 8.8567 -6.0525 -23.2137
H 6.4778 -1.6803 -25.6601
H 6.8822 2.4406 -24.8517
O 12.3379 -4.0597 -20.8462
C 12.7738 -0.3808 -22.0572
O 13.9803 0.3541 -21.9949
H 12.5780 -3.3860 -22.7161
H 5.2110 2.3023 -25.2589
H 6.4374 3.7402 -20.7341
O 6.5183 -1.9165 -20.2873
H 10.0158 -1.1268 -23.4705
H 11.6032 -2.4569 -19.9755
C 9.8369 -1.6872 -19.8506
H 7.3733 -1.5099 -23.2603
O 8.4617 3.8957 -20.1857
H 8.1765 -3.3184 -22.7439
*
```

The value obtained for the frontier orbital gap is 9.5729 eV. Its SMILES is NC(N)=O.CCO.CCO.CCO.CO.CO.CO.CO.CO.CO.CO. For the total energy, the calculation gives -1500.29567 Eh. The value obtained for the energy above the lowest of the compared OMol25 structures with the same formula, charge and spin is 206.32 kJ/mol. The calculation puts the strongest force on any atom at 0.1393 hartree/bohr.